[1]
Formula: C3H7NO
Source: the OMol25 dataset
Level of theory: wB97M-V/def2-TZVPD

```
12
Properties=species:S:1:pos:R:3:forces:R:3
C -1.910173 -0.336726 0.327744 0.3405 0.3654 0.0998
N -0.837660 0.353151 0.426789 -0.8272 -0.2006 -0.1776
C 0.397891 -0.072658 -0.383761 0.6094 -0.9721 -1.1760
O 0.257647 -1.293622 -0.844576 -0.0992 -1.7843 1.5448
C 1.623406 0.289996 0.493859 -0.0117 -0.2114 -0.2649
H 0.304062 0.265677 -1.419366 0.1862 2.9167 0.4145
H -2.810461 -0.004762 0.834752 0.1106 -0.1329 0.0420
H -1.867348 -1.216483 -0.313970 0.2292 0.0934 0.0789
H -0.807487 1.171255 1.026289 -0.0636 0.0504 -0.1460
H 2.494005 0.294606 -0.164558 -0.0494 -0.0203 0.1079
H 1.782138 -0.499629 1.242251 -0.1747 0.1012 -0.2115
H 1.599851 1.261110 1.018455 -0.2501 -0.2054 -0.3119
```
Forces are in eV/Å.

Output
- energy relative to the best compared isomer or geometry (same formula, charge and spin) (eV) = 3.698
- HOMO (spin up / spin down) (eV) = -7.3 / -7.3

Atom charges from the Löwdin analysis, given in e for atoms 1 to 4: number 1, C, carries 0.11; number 2, N, carries 0.07; number 3, C, carries -0.61; number 4, O, carries -0.21

[2]
Formula: C6H7NS
Source: the OMol25 dataset
Level of theory: wB97M-V/def2-TZVPD

```
15
Properties=species:S:1:pos:R:3:forces:R:3
C 0.529451 3.036219 0.053732 -0.0362 0.0339 0.2467
C 0.065019 1.976698 0.389895 0.6488 0.7014 -0.3261
C -0.298646 0.645642 0.856818 -0.6830 -0.0930 0.2237
N 0.889383 -0.125425 1.210730 0.2630 -0.3275 0.1717
C 0.606627 -1.542829 0.998257 -0.1201 -0.9065 0.9554
C -0.499098 -1.607636 -0.027976 0.0959 1.1830 -1.0091
S -0.145499 -0.692356 -1.599663 0.0852 -0.3620 0.1503
C -1.080251 -0.224440 -0.152340 0.6391 -0.4655 0.7021
H 0.969367 4.003358 -0.149548 -0.3838 -0.6192 -0.0222
H -0.898297 0.791666 1.773078 -0.0899 -0.2546 -0.3091
H 1.615975 0.126192 0.572079 0.4724 0.3038 -0.2947
H 0.182922 -2.006103 1.947917 0.6366 0.4419 -0.9245
H 1.541367 -2.089369 0.707616 -0.8810 0.4557 0.3333
H -1.112962 -2.473562 -0.175590 -0.1738 -0.2875 0.1613
H -2.134667 -0.098426 -0.266372 -0.4732 0.1960 -0.0589
```
Forces are in eV/Å.

Output
- energy relative to the best compared isomer or geometry (same formula, charge and spin) (eV) = 2.527
- structure (SMILES) = C#C[C@@H]1NC[C@@H]2S[C@H]12
- HOMO (eV) = -9.0

Atom charges from the Löwdin analysis, given in e for atoms 1 to 4: number 1, C, carries 0.13; number 2, C, carries -0.10; number 3, C, carries -0.39; number 4, N, carries -0.03

[3]
Formula: C39H50Cl6F4O9
Source: the OMol25 dataset
Level of theory: wB97M-V/def2-TZVPD

```
108
Properties=species:S:1:pos:R:3:forces:R:3
C 3.208374 -6.557037 0.346941 1.0476 1.1718 0.6806
C 3.797144 -5.256345 1.075791 -0.9789 -1.2663 -0.4393
O 4.165102 -4.296882 0.102599 -0.2741 0.2109 -1.4156
C 4.043735 -2.994665 0.299895 1.2213 0.3768 2.9256
O 3.623479 -2.495126 1.352297 -0.0238 -0.3619 -2.1915
O 4.719072 -2.377639 -0.669954 -0.5662 0.0323 -0.0613
C 4.829510 -0.950625 -0.629260 -0.1648 0.5737 0.2549
H 3.359336 -7.355195 1.073751 -0.2919 -0.2091 -0.1943
H 3.775665 -6.789215 -0.554382 0.4479 0.0841 0.2183
H 2.181172 -6.531978 -0.016854 -0.1059 0.4400 0.6057
H 4.714561 -5.506424 1.608616 0.0001 -0.2511 -0.0643
H 3.119904 -4.825834 1.813435 -0.1990 -0.0204 -0.1995
H 4.004403 -0.499745 -0.077898 -0.1159 -0.1779 -0.3286
H 4.869183 -0.602249 -1.661331 -0.2040 -0.1160 0.1128
H 5.731835 -0.600322 -0.128068 0.2396 -0.5288 0.0483
C 0.110836 -3.063519 -5.674812 -0.6234 0.7517 0.5886
C -1.284877 -2.414615 -5.817382 0.1356 -0.1680 -0.9188
O -1.792173 -1.999248 -4.561865 -0.3855 -0.7620 1.8611
C -3.117402 -1.823848 -4.402510 -1.4007 1.8124 -2.6705
O -3.954214 -2.045886 -5.321508 2.6027 0.4186 3.9776
O -3.371712 -1.071093 -3.266434 -0.5680 -1.5367 -1.6863
C -2.342375 -0.676911 -2.361426 0.4976 -0.4149 0.4387
H 0.452374 -3.486562 -6.619535 -0.1603 0.0345 0.0507
H -0.000713 -3.849544 -4.927937 0.0284 -0.2691 -0.1661
H 0.885330 -2.406507 -5.279090 -0.1012 0.2631 -0.1580
H -1.907238 -3.167406 -6.301184 -0.3983 0.1351 0.2648
H -1.406025 -1.484726 -6.373019 0.7905 -0.2649 -0.7657
H -1.607005 -0.010444 -2.812157 -0.1504 0.0747 -0.1501
H -1.814515 -1.528657 -1.932490 0.0158 -0.2324 -0.2888
H -2.825961 -0.209264 -1.503779 -0.1762 0.1739 -0.4430
C -0.623459 3.486708 2.808341 0.6992 0.8646 1.5563
C -0.503079 2.249860 2.001953 -0.4004 0.7299 0.5302
O -0.764835 2.570965 0.650103 -2.1109 -0.5898 -1.8090
C -2.067429 2.654880 0.244120 -1.7511 0.6895 -0.1394
O -3.106555 2.693314 0.925631 3.1405 -0.4660 -1.4494
O -2.046794 2.783831 -1.131681 0.3754 -0.5714 1.3077
C -3.269913 2.900780 -1.890312 -0.1082 0.6165 0.3476
H -1.630851 3.821983 3.054981 -0.0677 -0.2495 -0.3032
H -0.047826 4.332559 2.432460 -0.0642 -0.0894 -0.3223
H -0.126504 3.225499 3.742630 -0.0916 0.2111 0.4812
H -1.202675 1.541868 2.446257 0.0877 -0.4777 -0.5835
H 0.527510 1.895756 2.026440 -0.2516 -0.2443 -0.0789
H -3.164386 2.401004 -2.853216 0.3029 -0.3641 0.3354
H -3.405149 3.955537 -2.129663 -0.0910 0.0855 0.1966
H -4.144674 2.540799 -1.348734 0.2302 -0.1187 0.0599
F 1.763798 4.791223 -5.764693 0.2806 3.2649 -1.7977
C 1.639479 3.783723 -4.998389 0.0507 -3.5417 0.8697
C 0.967250 3.846106 -3.809937 -0.8996 1.0591 0.6172
C 0.793448 2.752294 -2.997819 0.6623 -1.5625 -0.0023
C 1.232301 1.490232 -3.437600 0.6925 1.1589 -0.6828
C 1.867466 1.410359 -4.695678 -0.1769 0.8574 0.8279
C 2.137193 2.578083 -5.458610 -0.5469 -2.0782 0.7847
H 0.478388 4.768111 -3.531871 0.2589 0.3261 0.0800
H 0.384863 2.841852 -2.002106 -0.3328 0.1371 -0.0613
H 1.224280 0.639071 -2.772877 -0.3479 -0.1276 -0.1591
H 2.162093 0.415232 -4.994547 0.3094 0.1086 -0.4393
H 2.639509 2.458947 -6.407234 0.0206 0.3430 -0.0736
F -5.065104 -0.086781 -0.960147 0.2423 -0.2597 -0.1015
C -5.525600 -0.252074 0.297160 1.0625 0.8962 -0.0290
C -6.865115 -0.319237 0.469191 -1.1928 -0.1174 0.3602
C -7.346255 -0.312016 1.766425 0.6032 -0.4450 1.4295
C -6.443413 -0.296583 2.850645 -0.4057 0.0493 -0.3981
C -5.072379 -0.220026 2.626231 -1.3192 0.3562 1.1792
C -4.630200 -0.138922 1.357754 1.0692 -0.3892 -1.8852
H -7.567008 -0.348168 -0.351121 0.2043 0.0273 -0.2176
H -8.412091 -0.370429 1.930688 -0.0435 0.0678 0.1198
H -6.713702 -0.296182 3.896279 -0.6836 -0.0467 -0.0916
H -4.442581 -0.084099 3.492992 0.3263 -0.1846 -0.1288
H -3.579310 -0.001786 1.149866 0.0000 0.0906 -0.1600
F 3.901066 6.117600 3.234063 -0.3423 0.2995 -0.2726
C 3.125388 5.788345 2.175955 -0.5477 -0.4918 -0.3192
C 2.499030 6.763709 1.393915 1.8071 1.1828 2.4490
C 1.773026 6.475775 0.300602 -0.5593 -2.0267 -0.5306
C 1.560255 5.103592 0.051499 -0.4826 0.2994 0.0847
C 2.156336 4.096879 0.837808 -1.2107 0.9236 -0.9639
C 2.920667 4.444358 1.920282 0.9406 0.3021 0.2740
H 2.557737 7.779385 1.756336 0.3508 0.2452 -0.1226
H 1.350629 7.278775 -0.285205 -0.2844 -0.2085 -0.0715
H 0.730616 4.905904 -0.611096 0.3618 -0.6068 -0.5436
H 1.936181 3.052232 0.674591 -0.0824 -0.0171 -0.2260
H 3.358606 3.670910 2.533773 0.1443 0.1696 0.1321
F 1.993965 -0.613288 6.026210 -0.7712 -0.2879 -0.7462
C 0.969115 -1.088515 5.257033 -0.6515 -0.5495 -0.3185
C 1.038411 -2.394337 4.748727 1.5696 0.7760 0.9874
C 0.000392 -2.947689 4.042737 0.3828 0.0944 -0.2018
C -1.071982 -2.150398 3.779312 -1.9397 -1.0611 -0.2766
C -1.210957 -0.903668 4.315694 -0.1350 0.9186 0.0846
C -0.183837 -0.331417 5.016542 1.5529 0.2418 0.8909
H 1.964023 -2.925854 4.913480 0.0336 -0.2517 0.2003
H -0.001268 -3.972615 3.702251 0.2751 -0.0228 -0.0739
H -1.892187 -2.586656 3.228543 -0.1627 0.0655 -0.0809
H -2.115073 -0.317552 4.241836 -0.1554 -0.1182 -0.4250
H -0.250081 0.685397 5.374465 -0.0117 0.0226 0.2162
Cl 2.760142 1.363638 3.700126 -0.1566 0.0508 0.2759
C 3.564783 -0.128002 3.245169 0.5134 -0.2886 -1.0925
Cl 5.177801 -0.317142 3.985148 -0.5349 -0.0414 0.0219
H 2.938660 -1.007137 3.397433 0.1595 0.2519 0.5265
H 3.733324 -0.071734 2.169748 0.0338 0.0359 0.2221
Cl -2.587451 -4.813242 -0.836970 1.1688 -0.3382 0.0677
C -0.808516 -5.219729 -0.820664 -0.6106 0.5998 -1.1466
Cl 0.016391 -4.601815 0.591593 0.0000 -0.2762 0.5345
H -0.668642 -6.284861 -1.005130 -0.1846 0.0947 0.6110
H -0.340504 -4.687879 -1.649048 -0.3894 -0.0423 -0.0493
Cl -1.142982 -0.968323 0.882921 1.1807 -0.0975 -0.5377
C 0.653537 -1.184701 0.677925 -0.3723 -0.2712 0.0416
Cl 1.436282 0.224853 -0.076749 -0.2701 -0.2639 0.3707
H 1.073663 -1.419741 1.655859 -0.0491 0.4672 -0.0116
H 0.865954 -2.041818 0.038921 -0.4427 0.2293 -0.0359
```
Forces are in eV/Å.

Output
- structure (SMILES) = CCOC(=O)OC.CCOC(=O)OC.CCOC(=O)OC.Fc1ccccc1.Fc1ccccc1.Fc1ccccc1.Fc1ccccc1.ClCCl.ClCCl.ClCCl
- HOMO (eV) = -9.0

Atom charges from the Löwdin analysis, given in e for atoms 1 to 4: number 1, C, carries -0.04; number 2, C, carries -0.18; number 3, O, carries 0.03; number 4, C, carries -0.55

Computed electronic energy, in the same sequence as the records: -6759.052; -18658.222; -145684.225 eV.